(1)
Below is a structure of composition C6H7ClO in a non-equilibrium geometry, with properties calculated with ωB97M-V/def2-TZVPD.

Positions of all 15 atoms, in Å:
H -1.0587 0.8363 1.5187
H 1.0576 1.1623 -1.3117
H 0.8745 -2.1949 -0.9000
H -1.2301 -1.1638 -2.3252
C -0.7361 -0.7955 -1.4515
H 0.3216 1.9522 0.1189
Cl 1.8103 -0.4017 1.5328
O -2.1588 1.2626 -1.0848
H -2.0077 1.5949 -1.9962
C -1.0641 0.4787 -0.6831
H -1.5797 -0.8472 1.1474
C 0.4839 -0.2346 0.3155
C 0.2840 -1.2976 -0.7818
C -0.9610 0.0068 0.8155
C 0.3462 1.0735 -0.4865

The value obtained for the highest occupied orbital energy is -0.3533 Ha. The energy relative to the best compared isomer or geometry (same formula, charge and spin) comes out at 210.83 kJ/mol. The energy is -20903.3481 eV. The HOMO-LUMO gap is 10.36 eV.

***

(2)
Below is a cluster of 2 separate species, C6H7ClO in total in a non-equilibrium geometry, with properties calculated with ωB97M-V/def2-TZVPD.

Positions of all 15 atoms, in Å:
C -0.1364 1.2501 0.2032
C -1.9514 -0.3891 0.7542
C -1.5042 0.9127 0.2723
C 0.3806 -1.0214 0.8689
O 2.3367 0.3577 -2.5762
Cl 0.5379 2.7483 -0.2662
H 1.8813 0.5145 0.3277
H -2.3109 1.6549 0.3337
C -0.9898 -1.3202 1.0136
H -1.2492 -2.3266 1.3676
H 1.9145 -0.2678 -3.2078
H 2.2201 -0.0636 -1.6947
H 1.0761 -1.7956 1.2188
H -3.0217 -0.5174 0.9631
C 0.8166 0.2633 0.4217

The value obtained for the highest occupied orbital energy is -0.3430 Ha. The energy relative to the best compared isomer or geometry (same formula, charge and spin) comes out at 57.25 kJ/mol. The energy is -20904.9399 eV. The HOMO-LUMO gap is 10.15 eV.

***

(3)
Below is the molecule C6H7ClO in a non-equilibrium geometry, with properties calculated with ωB97M-V/def2-TZVPD.

Positions of all 15 atoms, in Å:
H 0.6577 1.1972 -0.7125
C 0.2741 -0.7938 0.2470
C 0.2851 1.5035 1.4464
H -0.3380 1.0468 2.2387
Cl 1.9717 1.6048 2.0618
H -1.8756 -0.0132 0.6549
H -0.6132 -1.3924 -2.9487
C -0.4558 -1.1619 -1.9007
H 0.4955 -1.2535 1.1910
C 0.2042 0.7194 0.1695
C 0.5448 -1.4691 -1.0638
O -1.4336 -0.3776 -1.3652
H 1.3958 -2.0654 -1.2826
C -1.0365 -0.0951 -0.0399
H -0.0760 2.5502 1.3042

The value obtained for the highest occupied orbital energy is -0.3167 Ha. The energy relative to the best compared isomer or geometry (same formula, charge and spin) comes out at 167.94 kJ/mol. The energy is -20903.7927 eV. The HOMO-LUMO gap is 9.63 eV.

***

(4)
Below is a cluster of 3 separate species, C6H7ClO2 in total in a non-equilibrium geometry, with properties calculated with ωB97M-V/def2-TZVPD.

Positions of all 16 atoms, in Å:
C 1.1255 -3.2214 0.0509
H 0.0575 -0.3129 2.5174
H 3.0725 2.9849 1.1844
O 0.2064 -3.8676 -0.2338
C 1.6065 1.3821 0.7919
H -0.8298 -0.9445 1.0563
H 0.8085 -0.9876 -1.0282
H -0.7114 0.2355 -1.0832
Cl -5.1042 -0.9987 0.1968
C 0.4851 0.0748 -0.9360
O 2.0451 -2.5645 0.3250
C 0.7297 0.3604 0.5236
C 2.4766 2.1818 0.8454
H -4.0444 -0.3085 -0.0656
H 0.9860 0.7682 -1.6724
C 0.0295 -0.3431 1.4062

The value obtained for the highest occupied orbital energy is -0.3372 Ha. The energy relative to the best compared isomer or geometry (same formula, charge and spin) comes out at 91.53 kJ/mol. The energy is -22950.4871 eV. The HOMO-LUMO gap is 9.60 eV.

***

(5)
Below is the molecule C6H7ClOS in a non-equilibrium geometry, with properties calculated with ωB97M-V/def2-TZVPD.

Positions of all 16 atoms, in Å:
C 2.0363 0.4110 0.1753
H 1.3353 2.2046 -0.7171
H -2.0642 -2.4822 -0.3660
H 3.1960 1.9847 -0.5218
C -1.6069 -1.5082 -0.2896
C -1.2360 0.4778 1.0842
C 2.2041 1.5416 -0.8686
O 2.7631 0.2559 1.1512
H -1.4874 -1.4391 1.9145
C 0.8385 -0.3299 -0.0113
C -1.7860 -0.8579 1.1044
H 2.2937 1.3605 -1.8989
H -1.9394 -0.8526 -1.0388
H -2.8347 -0.6183 1.1925
Cl -1.9041 1.4572 -0.1488
S 0.1917 -1.6050 -0.7610

The value obtained for the highest occupied orbital energy (spin up / spin down) is -0.2874 / -0.2874 Ha. The energy relative to the best compared isomer or geometry (same formula, charge and spin) comes out at 488.89 kJ/mol. The energy is -31734.6511 eV. The HOMO-LUMO gap (spin up / spin down) is 7.07 / 7.07 eV.

***

(6)
Below is a structure of composition C6H7CsO6 in a non-equilibrium geometry, with properties calculated with ωB97M-V/def2-TZVPD.

Positions of all 20 atoms, in Å:
H -2.1502 -3.5415 -5.6522
H 0.6552 -3.1932 -5.6330
O 0.7729 -0.2831 3.4003
Cs 0.2465 -4.3100 2.0807
H 0.6067 5.5341 3.1046
O 0.2197 1.3829 2.0390
H 0.1912 2.1859 3.9668
C -1.4408 -3.2218 -4.8985
H 0.9325 3.8409 1.4888
C 0.3278 0.0349 2.2829
O -1.8885 -3.1137 -3.5952
O 0.2745 -2.9093 -3.5698
H -0.6798 3.8025 2.2497
C 0.6952 2.3251 2.9988
C -0.1191 -3.0681 -4.8856
O -0.8339 -3.0193 -1.5841
C 0.4012 3.7032 2.4453
O 0.8303 4.6502 3.4063
C -0.8173 -2.9988 -2.8084
H 1.7759 2.1991 3.1638

The value obtained for the highest occupied orbital energy is -0.1765 Ha. The energy relative to the best compared isomer or geometry (same formula, charge and spin) comes out at 224.21 kJ/mol. The energy is -19164.6222 eV. The HOMO-LUMO gap is 3.77 eV.

***

(7)
Below is the molecule C6H7F in a non-equilibrium geometry, with properties calculated with ωB97M-V/def2-TZVPD.

Positions of all 14 atoms, in Å:
H -2.7901 -0.9155 -0.2286
H -0.0499 -2.1419 0.1600
F 2.1732 -1.4662 -0.1852
C 2.1227 -0.1512 0.2412
H 0.1411 2.5242 0.0729
C -2.0396 -1.6818 0.0355
H 1.9670 2.2355 0.8106
H 1.4758 2.2994 -0.9636
H -2.4193 -2.7293 0.2344
H -1.4262 0.7118 -0.2555
C -0.7579 -1.3196 0.1745
C 1.1416 2.0627 -0.0075
C 0.9371 0.5171 0.0083
C -0.4755 0.0549 -0.0970

The value obtained for the highest occupied orbital energy (spin up / spin down) is -0.3036 / -0.3195 Ha. The energy relative to the best compared isomer or geometry (same formula, charge and spin) comes out at 427.93 kJ/mol. The energy is -9047.4195 eV. The HOMO-LUMO gap (spin up / spin down) is 6.90 / 7.38 eV.

***

Question: The lowest energy relative to the best compared isomer or geometry (same formula, charge and spin) belongs to which entry?
Answer: number 2

***

Repeat the first record exactly.
Below is a structure of composition C6H7ClO in a non-equilibrium geometry, with properties calculated with ωB97M-V/def2-TZVPD.

Positions of all 15 atoms, in Å:
H -1.0587 0.8363 1.5187
H 1.0576 1.1623 -1.3117
H 0.8745 -2.1949 -0.9000
H -1.2301 -1.1638 -2.3252
C -0.7361 -0.7955 -1.4515
H 0.3216 1.9522 0.1189
Cl 1.8103 -0.4017 1.5328
O -2.1588 1.2626 -1.0848
H -2.0077 1.5949 -1.9962
C -1.0641 0.4787 -0.6831
H -1.5797 -0.8472 1.1474
C 0.4839 -0.2346 0.3155
C 0.2840 -1.2976 -0.7818
C -0.9610 0.0068 0.8155
C 0.3462 1.0735 -0.4865

The value obtained for the highest occupied orbital energy is -0.3533 Ha. The energy relative to the best compared isomer or geometry (same formula, charge and spin) comes out at 210.83 kJ/mol. The energy is -20903.3481 eV. The HOMO-LUMO gap is 10.36 eV.

***

Question: Look up the energy relative to the best compared isomer or geometry (same formula, charge and spin) of the sixth one.
Answer: 224.21 kJ/mol

***

Question: Number 1 is which compound?
Answer: C6H7ClO